Entry 1:
Molecular formula: C24H48AsF6O12S6
Method: DFT, wB97M-V/def2-TZVPD

Geometry (Å):
As (8.38260, -12.75527, 14.79485)
S (4.75075, -14.59282, 6.18738)
S (14.78403, -15.77048, 9.90439)
H (12.80074, -9.18016, 18.75852)
C (3.24882, -13.26102, 20.63216)
O (3.43849, -14.58444, 22.84444)
C (13.09735, -15.26721, 10.44484)
F (9.37292, -12.14006, 16.18238)
H (5.31149, -12.93980, 4.59569)
H (13.47217, -10.89214, 17.47326)
S (6.65200, -6.30204, 10.28269)
O (6.73048, -5.14860, 11.13198)
H (2.36815, -12.92136, 11.50338)
H (0.11887, -11.91586, 12.60460)
H (14.59512, -7.12788, 15.51383)
H (5.47888, -11.98385, 7.57536)
C (2.41353, -12.01227, 22.75893)
C (0.46394, -12.93524, 12.43169)
H (6.78059, -12.62759, 8.43270)
F (7.79974, -14.11208, 15.86773)
H (6.03093, -7.37756, 12.22511)
C (14.10349, -10.03172, 17.25146)
C (14.01046, -7.69243, 16.24016)
H (14.37073, -9.63272, 19.39622)
H (15.61352, -14.77464, 8.09155)
H (13.07455, -7.19296, 16.49056)
F (7.38415, -13.38917, 13.34215)
S (-0.33141, -13.96556, 13.83978)
H (15.13417, -10.32565, 17.05292)
H (13.79630, -13.29869, 8.53998)
C (6.74134, -12.81189, 6.14004)
C (2.13206, -14.81069, 12.88677)
H (1.71195, -14.61136, 14.99877)
H (3.64357, -14.13694, 20.11735)
H (14.52920, -16.20294, 7.62742)
O (5.00052, -15.95023, 5.93985)
O (16.08516, -7.69863, 18.09812)
C (13.39909, -14.24790, 8.18034)
H (3.15051, -14.99024, 13.23117)
O (7.83945, -6.96513, 9.69747)
C (5.49890, -14.26150, 7.75552)
H (6.25619, -15.03600, 7.87701)
H (13.00513, -14.08213, 7.17763)
C (13.86233, -9.23572, 18.51757)
F (9.68539, -13.92488, 14.19967)
H (4.69811, -14.44037, 8.47304)
C (1.17570, -15.05033, 14.15744)
C (5.92417, -13.65494, 5.14458)
H (6.04316, -8.45823, 10.71330)
C (12.39740, -14.81691, 9.14209)
H (4.35897, -8.00844, 8.74623)
H (12.66291, -16.05634, 11.05854)
O (15.82151, -15.00808, 10.61610)
O (-1.44512, -14.69560, 13.16090)
C (5.36074, -6.07804, 9.03511)
H (2.74024, -11.97068, 23.79799)
F (6.97199, -11.74750, 15.22866)
C (4.22687, -7.12755, 9.37446)
H (2.48616, -12.73682, 13.31868)
H (4.32951, -11.49774, 20.07524)
C (5.70790, -7.54074, 11.19695)
H (4.97331, -5.06785, 9.16743)
H (5.77083, -6.30659, 8.05140)
H (5.04183, -12.37048, 21.39713)
C (13.77669, -9.22668, 15.98416)
H (2.86424, -10.44300, 21.20067)
H (6.79380, -11.77955, 5.79416)
H (2.30348, -12.89365, 20.23281)
H (3.94615, -10.41908, 22.44186)
H (11.60098, -14.09766, 9.33310)
S (14.59223, -7.59959, 18.02920)
O (13.88856, -6.49530, 18.66058)
O (14.82109, -17.21983, 9.85088)
H (13.30983, -14.40935, 11.08282)
F (9.01986, -11.41737, 13.81783)
C (1.99413, -13.22912, 12.47985)
H (1.86511, -15.54572, 12.12745)
O (3.40393, -14.00380, 6.18309)
H (1.39375, -11.64425, 22.64634)
C (14.63271, -15.24749, 8.14172)
H (0.90348, -16.05593, 14.47803)
O (-0.46283, -13.22035, 15.07663)
H (3.65502, -6.59065, 11.34871)
C (4.25349, -7.36839, 10.87432)
S (2.48847, -13.72976, 22.13976)
H (3.57258, -8.08158, 11.33889)
H (0.01124, -13.33813, 11.52569)
H (14.37723, -9.52454, 15.12467)
H (6.27223, -14.30371, 4.34079)
H (11.92518, -15.62233, 8.57959)
H (7.69242, -13.34322, 6.17505)
H (12.71365, -9.27774, 15.74867)
C (6.12002, -12.86502, 7.59880)
C (4.08716, -12.03432, 20.99254)
O (1.10251, -14.16321, 21.81870)
C (3.32134, -11.13507, 21.90792)
H (3.33742, -6.56113, 9.09850)

Values from the calculation:
Calculated total energy (Eh): -7070.24460
Charge: -1
Energy relative to the best compared isomer or geometry (same formula, charge and spin) (kcal/mol): 126.12
Kohn-Sham gap (eV): 9.84
Maximum force (hartree/bohr): 0.0644
E_LUMO (eV): 1.41

---

Entry 2:
Molecular formula: C5H11N3
Method: DFT, wB97M-V/def2-TZVPD

Geometry (Å):
H (2.77039, 0.23179, -2.16406)
H (-2.35369, -0.02738, -0.07701)
H (1.33247, 1.43681, -2.60653)
C (-0.00740, -0.04327, 4.25874)
C (-1.20630, 1.13189, 0.94508)
C (-0.33075, 0.15391, 3.01815)
H (2.95994, 2.01593, -2.13125)
H (-1.75840, -1.15410, -1.82114)
N (-0.77062, 0.47780, 1.93995)
H (-0.09169, 0.53516, 5.19942)
H (0.09329, -1.14580, 4.34199)
H (-1.54822, 1.20806, -1.12552)
H (-0.03242, -1.41174, -2.30289)
C (-1.41999, 0.44556, -0.32913)
H (-1.47443, 2.18123, 1.07150)
N (-0.76503, -1.37951, -1.53744)
C (2.32247, 1.14106, -2.14418)
H (-0.57815, -2.27094, -1.15800)
N (-0.36986, -0.45789, -0.51209)

Values from the calculation:
Calculated total energy (Eh): -360.43516
Charge: +2
Energy relative to the best compared isomer or geometry (same formula, charge and spin) (kcal/mol): 230.66
Kohn-Sham gap (spin up / spin down) (eV): 4.75 / 9.32
Maximum force (hartree/bohr): 0.0888
E_LUMO (spin up / spin down) (eV): -10.48 / -9.20

---

Entry 3:
Molecular formula: C4H6N2O
Method: DFT, wB97M-V/def2-TZVPD

Geometry (Å):
H (-1.79238, -1.99758, -0.13356)
H (0.55245, 2.58814, 0.02612)
N (0.53078, -0.44871, -0.90433)
C (0.89547, 0.81364, -0.95233)
C (-1.03777, -1.70228, 0.59820)
C (-0.45416, 0.78313, 0.71117)
O (1.96373, 1.32554, -1.58456)
H (-1.04179, 1.18070, 1.51243)
H (2.37080, 0.40627, -1.62258)
C (-0.33936, -0.46386, 0.16921)
H (-1.55237, -1.54714, 1.54717)
N (0.28331, 1.62617, -0.09354)
H (-0.37872, -2.56400, 0.72659)

Values from the calculation:
Calculated total energy (Eh): -340.76612
Energy relative to the best compared isomer or geometry (same formula, charge and spin) (kcal/mol): 18.07
Kohn-Sham gap (eV): 8.98
Maximum force (hartree/bohr): 0.0578
E_LUMO (eV): 0.80

---

Entry 4:
Molecular formula: C7H12N2OP
Method: DFT, wB97M-V/def2-TZVPD

Geometry (Å):
C (2.48475, 1.42123, 0.05881)
C (-1.57893, 1.03334, -0.32592)
H (2.60459, 1.57297, -1.02355)
H (-1.95930, -1.05218, -0.92522)
P (-0.24644, 2.22550, -0.83576)
C (-1.39599, -0.51966, -0.23888)
N (0.92418, -0.04581, 0.41287)
H (-1.92104, 1.27363, 0.64434)
O (3.07204, -0.95675, 0.55608)
C (-2.13204, -1.19628, 0.96757)
H (0.72900, 1.70431, 1.42522)
H (-0.18202, -2.57375, -1.26225)
C (2.37390, -0.04563, 0.30577)
C (0.98196, 1.48721, 0.40081)
H (-3.18110, -1.02187, 1.01610)
H (-1.63207, -0.85990, 1.82679)
N (0.49152, -1.82788, -0.78548)
H (1.41096, -2.28956, -0.70896)
C (0.00688, -0.76618, -0.20766)
H (3.24798, 2.01078, 0.63924)
H (-2.39498, 1.14049, -0.92148)
H (-2.11978, -2.21559, 0.82033)
H (0.41593, 1.50160, -1.83877)

Values from the calculation:
Calculated total energy (Eh): -799.73692
Charge: +1
Energy relative to the best compared isomer or geometry (same formula, charge and spin) (kcal/mol): 52.14
Kohn-Sham gap (eV): 9.79
Maximum force (hartree/bohr): 0.1179
E_LUMO (eV): -3.90

---

Q: Which value of energy relative to the best compared isomer or geometry (same formula, charge and spin) does entry 4 give?
A: 52.14 kcal/mol

---

Q: What is the energy relative to the best compared isomer or geometry (same formula, charge and spin) in the second record?
A: 230.66 kcal/mol

---

Q: What is the maximum force in the third record?
A: 0.0578 hartree/bohr